Entry 1:
# C6H14N2O

A structure of composition C6H14N2O in a non-equilibrium geometry (ωB97M-V/def2-TZVPD, OMol25).

Computed properties:
HOMO level: -8.78 eV
spin multiplicity: 1
energy relative to the best compared isomer or geometry (same formula, charge and spin): 953.19 kJ/mol
HOMO-LUMO gap: 0.3538 Eh
E: -11467.891 eV

```
23
Properties=species:S:1:pos:R:3:forces:R:3:nbo_charge:R:1
C -2.0925 -1.4962 -0.0235 0.297 -0.037 0.499 -0.6694
C -2.1232 -0.0287 -0.6055 1.712 0.286 -2.321 -0.4381
C -1.3143 1.0911 0.2662 -4.208 -1.071 0.544 -0.2126
C 0.9050 -0.0347 0.2576 2.944 -3.238 -2.809 0.6841
C 1.3487 2.3436 -0.0023 2.470 1.964 0.106 -0.3410
C 2.5933 -1.8783 -0.1627 -2.434 -1.197 -1.789 -0.4834
H -2.8185 -1.3019 0.8082 0.517 -1.382 -0.137 0.1926
H -0.9601 -1.7809 0.4256 -3.343 0.415 -1.546 0.2556
H -2.5473 -2.3360 -0.7898 1.360 2.305 2.010 0.2354
H -1.2705 0.0173 -1.3146 -1.174 -0.687 -1.148 0.1997
H -3.1777 0.2029 -1.1662 2.752 -0.088 1.696 0.2250
H -0.8813 1.8751 -0.2478 -0.120 1.502 -2.115 0.2092
H -2.1523 1.6000 0.9224 2.386 -1.070 0.024 0.2059
H -0.6998 -0.2017 1.6240 2.933 1.459 -2.171 0.4324
H 0.5839 2.0183 0.8945 2.065 2.790 -1.895 0.2514
H 1.2660 3.2858 -0.9632 -0.559 -3.213 3.241 0.2258
H 2.6027 2.8220 0.5327 -3.674 -2.000 -1.477 0.1588
H 2.7443 -0.9246 -0.9017 1.838 -3.032 1.364 0.2460
H 2.1690 -2.9648 -0.8009 1.489 3.507 1.459 0.1950
H 3.3022 -2.4657 0.6849 -1.637 2.651 -2.272 0.2404
N -0.1690 0.4436 0.8599 -5.363 -2.361 6.117 -0.6690
N 1.2994 -1.3193 0.3485 -0.902 3.404 1.117 -0.5591
O 1.3921 1.0330 -0.6464 0.649 -0.905 1.502 -0.5845
```
Positions in Å, forces in eV/Å.

Entry 2:
# C10H29ClN7O6RuS2

A structure of composition C10H29ClN7O6RuS2 (ωB97M-V/def2-TZVPD, OMol25).

Computed properties:
HOMO level (alpha / beta): -18.06 / -18.56 eV
⟨S²⟩: 6.019
net charge: +3
spin multiplicity: 5
energy relative to the best compared isomer or geometry (same formula, charge and spin): 0.00 kJ/mol
HOMO-LUMO gap (alpha / beta): 0.3347 / 0.2553 Eh
E: -70293.434 eV

```
56
Properties=species:S:1:pos:R:3:forces:R:3:nbo_charge:R:1
Ru 0.3916 0.2317 1.3700 0.026 0.145 0.788 1.4496
N 0.4513 0.7220 3.6531 0.012 0.032 -0.059 -0.8155
C 1.3533 1.8424 4.0443 0.033 -0.011 0.009 -0.2336
C 2.7987 1.5088 3.7189 -0.019 -0.012 -0.008 -0.4429
C 3.1176 1.4324 2.2367 0.011 -0.003 -0.004 -0.2306
N 2.4923 0.2379 1.5735 0.011 0.034 -0.047 -0.7664
H -0.5073 0.9264 3.9246 0.012 0.026 0.022 0.4090
H 0.7157 -0.1137 4.1727 -0.028 -0.005 0.005 0.4004
H 1.2469 2.0332 5.1127 -0.004 -0.005 -0.001 0.2375
H 1.0301 2.7344 3.5086 -0.002 0.002 0.004 0.2261
H 3.0953 0.5799 4.2200 0.008 0.006 0.007 0.2150
H 3.4310 2.2862 4.1497 -0.008 0.010 -0.006 0.2773
H 4.1953 1.3611 2.0899 0.000 -0.009 0.013 0.2402
H 2.7671 2.3204 1.7140 0.017 0.003 -0.007 0.2281
H 2.8157 -0.6122 2.0340 0.014 0.002 -0.007 0.4124
H 2.8607 0.1960 0.6227 -0.017 -0.011 -0.008 0.4312
O 1.1226 3.7819 -0.6183 0.011 0.051 0.039 -0.6881
Cl 0.5575 2.5221 -0.4146 0.120 -0.079 -0.011 2.5359
O -0.6813 2.3196 -1.0960 -0.024 0.066 0.001 -0.8234
O 1.4643 1.4251 -0.7397 -0.092 -0.058 -0.171 -0.8654
O 0.3117 2.3213 1.0730 -0.075 -0.069 -0.151 -0.8516
C -1.9757 0.4062 -5.2121 -0.003 0.004 0.000 -0.6299
C -1.0175 1.2162 -4.3464 0.005 0.018 0.002 -0.5820
S 0.1322 0.1933 -3.4087 -0.004 0.016 0.009 1.5135
O -0.4874 -0.5067 -2.2761 0.027 -0.005 -0.212 -0.7118
C 1.0654 -0.9007 -4.5034 -0.013 -0.004 -0.017 -0.5821
C 0.3938 -2.2557 -4.6909 0.002 0.001 0.000 -0.6244
H -2.6701 1.1158 -5.6638 0.000 0.000 -0.004 0.2799
H -2.5507 -0.3091 -4.6267 -0.002 0.002 0.002 0.2338
H -1.4615 -0.1068 -6.0225 0.001 -0.005 0.003 0.2385
H -1.5044 1.8094 -3.5705 -0.001 -0.005 0.004 0.2797
H -0.3643 1.8767 -4.9232 -0.006 0.000 -0.007 0.2805
H 2.0531 -0.9751 -4.0462 0.001 -0.005 -0.002 0.2775
H 1.1576 -0.3132 -5.4214 -0.003 0.000 0.000 0.2766
H 0.3182 -2.7931 -3.7485 -0.003 0.001 0.002 0.2359
H 1.0255 -2.8344 -5.3649 0.002 -0.002 0.003 0.2762
H -0.5932 -2.1700 -5.1389 0.001 0.000 -0.004 0.2365
C -3.8846 1.2446 2.3087 -0.008 0.015 -0.009 -0.8028
S -2.6223 1.3493 1.0594 0.016 0.062 0.116 1.2608
C -3.4713 0.6040 -0.3150 0.005 -0.021 0.000 -0.8068
O -1.6249 0.2040 1.5066 -0.013 -0.172 -0.254 -0.9466
H -4.1423 0.2014 2.4834 -0.009 0.001 -0.007 0.2615
H -4.7480 1.8009 1.9391 0.004 0.010 0.004 0.2835
H -3.5150 1.7257 3.2117 0.006 -0.013 0.005 0.2680
H -4.1248 1.3663 -0.7410 -0.018 -0.006 0.012 0.2784
H -4.0452 -0.2602 0.0145 0.018 -0.013 -0.001 0.2601
H -2.7058 0.3243 -1.0367 -0.006 0.028 -0.012 0.2601
N 1.8464 -4.8120 1.9125 0.013 -0.042 -0.357 -0.5644
N 1.0505 -3.7486 1.8035 -0.023 0.026 0.134 0.2466
N -0.2668 -3.8881 1.7720 0.011 0.013 0.001 -0.2131
C -0.6682 -2.6449 1.6128 -0.010 -0.024 -0.030 0.1964
N 0.3773 -1.8044 1.5493 0.021 -0.009 -0.039 -0.3823
N 1.4913 -2.5455 1.6807 -0.017 0.008 0.005 -0.0805
H 1.3816 -5.6582 2.2067 0.026 0.019 0.109 0.4458
H 2.8193 -4.6266 2.0962 -0.021 -0.010 0.141 0.4321
H -1.6984 -2.3415 1.5501 -0.001 -0.001 -0.003 0.2591
```
Positions in Å, forces in eV/Å.

Entry 3:
# C12H22BrIN3O4P

A cluster of 2 separate species, C12H22BrIN3O4P in total in a non-equilibrium geometry (ωB97M-V/def2-TZVPD, OMol25).

Computed properties:
HOMO level: -9.18 eV
spin multiplicity: 1
HOMO-LUMO gap: 0.3089 Eh
SMILES: N#C[C@@](O)(I)[C@](C#N)(CCCCO)P(O)Br.COC[C@@H](C)N
E: -112889.051 eV

```
44
Properties=species:S:1:pos:R:3:forces:R:3:nbo_charge:R:1
N -1.2350 4.8235 -1.0685 6.609 0.045 1.562 -0.2453
C -0.0519 4.7460 -0.7960 -4.311 -1.913 -0.865 0.1807
C 1.4057 4.1391 -0.4729 -1.182 2.256 -0.680 0.1354
O 2.3539 4.9194 -1.2435 -1.201 -1.062 0.850 -0.7125
I 1.7959 4.6934 1.6450 -0.276 -0.358 -0.388 0.1287
C 1.5246 2.5453 -0.7255 -0.668 2.139 1.026 -0.4975
C 0.4207 1.8439 0.1843 -1.188 -1.585 3.297 0.2857
N -0.2572 1.3180 1.0436 3.567 2.822 -4.998 -0.2934
C 3.0461 2.1292 -0.4097 0.806 -1.192 -0.055 -0.4290
C 3.2273 0.8485 0.5446 1.278 -0.727 -0.541 -0.4296
C 3.1150 -0.5580 -0.2921 0.473 -0.605 0.369 -0.4447
C 2.1990 -1.6611 0.4609 0.520 0.831 -0.594 -0.0704
O 2.8278 -2.0042 1.7357 -0.700 1.023 -0.280 -0.7343
P 1.1705 2.0053 -2.5304 -1.397 -1.408 -1.511 1.0554
O -0.3687 2.5540 -3.0501 1.655 -0.263 0.949 -0.9782
Br 2.6301 3.0475 -3.9712 -0.814 0.034 1.001 -0.2024
H 2.1774 5.8717 -1.0524 0.121 -1.020 -0.137 0.4987
H 3.6980 2.9752 0.0188 -1.577 -0.926 -0.728 0.2642
H 3.5383 1.8502 -1.4268 -0.820 0.502 1.681 0.2443
H 2.5902 0.8527 1.4969 0.603 0.191 -1.543 0.2183
H 4.3318 0.8748 0.9090 -1.940 0.187 -0.518 0.2295
H 4.1775 -1.0281 -0.3503 -1.762 0.873 0.096 0.2180
H 2.8024 -0.3773 -1.3855 0.122 -0.248 1.722 0.2159
H 1.1665 -1.1858 0.6083 1.238 -1.011 -0.166 0.1771
H 2.1504 -2.6510 -0.1432 -0.047 1.852 1.068 0.2002
H 2.7659 -1.2345 2.3560 -0.035 -0.960 -0.973 0.4649
H -0.9482 1.8110 -3.3331 0.859 0.449 0.348 0.5184
C -5.0923 -2.6873 0.4284 -0.057 0.245 -0.282 -0.2491
O -4.3196 -1.5205 0.6578 0.138 -0.246 0.367 -0.5483
C -3.2119 -1.7094 1.5350 0.168 0.339 -0.030 -0.0782
C -1.9769 -2.3594 0.8770 -0.348 -0.072 -0.217 -0.0821
C -2.1246 -3.8596 0.6407 0.230 -0.262 0.054 -0.6146
N -1.6386 -1.7068 -0.3949 -0.108 0.237 0.065 -0.8349
H -5.1535 -3.3237 1.3167 0.091 -0.005 -0.034 0.1692
H -4.6838 -3.2474 -0.4158 -0.059 -0.215 0.115 0.1641
H -6.1027 -2.3768 0.1540 0.080 0.084 0.082 0.1890
H -2.9272 -0.7038 1.8653 -0.063 -0.060 -0.145 0.1933
H -3.5216 -2.2529 2.4362 -0.041 -0.167 -0.079 0.1631
H -1.1341 -2.2233 1.5645 -0.094 0.118 -0.006 0.1936
H -2.7408 -4.0920 -0.2299 -0.004 0.114 0.067 0.2019
H -1.1437 -4.3110 0.4589 -0.118 0.113 0.006 0.2191
H -2.5611 -4.3551 1.5122 0.004 0.024 -0.049 0.2033
H -1.4336 -0.7258 -0.2130 0.086 -0.073 0.036 0.3578
H -2.4910 -1.6766 -0.9562 0.161 -0.104 0.057 0.3547
```
Positions in Å, forces in eV/Å.

Entry 4:
# C4H3ClOS2

The molecule C4H3ClOS2 in a non-equilibrium geometry (ωB97M-V/def2-TZVPD, OMol25).

Computed properties:
HOMO level: -9.26 eV
spin multiplicity: 1
energy relative to the best compared isomer or geometry (same formula, charge and spin): 216.02 kJ/mol
HOMO-LUMO gap: 0.2989 Eh
SMILES: O=C/C(=C/Cl)SC=S
E: -40434.407 eV

```
11
Properties=species:S:1:pos:R:3:forces:R:3:nbo_charge:R:1
O -2.3996 0.2838 -1.3664 0.713 -0.365 0.060 -0.5040
C -1.3881 -0.2554 -0.9760 -1.085 -1.056 -2.412 0.4015
C -0.6811 0.0115 0.2138 1.082 1.758 2.335 -0.4090
C -0.9984 1.0684 0.9637 -0.640 1.137 0.499 -0.0562
Cl -0.2671 1.3987 2.5619 -0.776 -0.168 -1.764 0.0175
S 0.5311 -1.2064 0.5102 -0.155 -0.339 1.604 0.4615
C 1.4348 -1.2338 -0.8989 2.313 -1.712 -2.360 -0.5669
S 1.6041 -0.1640 -2.1766 -0.314 -1.388 1.809 0.0195
H -0.8213 -1.1214 -1.4253 -1.499 0.440 -0.925 0.1211
H -1.8105 1.7910 0.5435 1.542 -1.337 1.248 0.2692
H 2.0018 -2.3372 -0.8927 -1.182 3.029 -0.094 0.2458
```
Positions in Å, forces in eV/Å.

Entry 5:
# C19H37BrIrNOS2Si

A structure of composition C19H37BrIrNOS2Si in a non-equilibrium geometry (ωB97M-V/def2-TZVPD, OMol25).

Computed properties:
HOMO level (alpha / beta): -16.95 / -17.46 eV
⟨S²⟩: 8.781
net charge: +3
spin multiplicity: 6
energy relative to the best compared isomer or geometry (same formula, charge and spin): 128.33 kJ/mol
HOMO-LUMO gap (alpha / beta): 0.2793 / 0.1741 Eh
E: -126240.153 eV

```
63
Properties=species:S:1:pos:R:3:forces:R:3:nbo_charge:R:1
Ir -0.0555 -3.0612 0.4357 -0.108 -1.507 0.547 1.1084
S 2.2931 -3.9242 0.3652 -0.490 0.201 0.205 0.3017
C 2.1160 -3.7478 2.0755 0.324 -0.095 -0.281 -0.0344
C 3.1358 -3.9171 3.0072 -0.065 -0.006 -0.041 -0.1715
C 2.8082 -3.8030 4.3515 -0.059 0.027 0.033 -0.1133
C 1.4867 -3.5693 4.7101 0.162 -0.067 -0.028 -0.1689
C 0.5241 -3.3872 3.7176 -0.091 0.067 0.051 0.0829
N 0.8424 -3.4370 2.4310 -0.371 -0.053 -0.308 -0.5266
H 4.1393 -4.1418 2.6740 0.012 -0.023 0.024 0.2719
H 3.5749 -3.9109 5.1069 -0.025 -0.056 0.030 0.2699
H 1.1914 -3.5297 5.7490 -0.009 0.028 0.010 0.2696
H -0.5114 -3.2079 3.9735 -0.001 0.080 -0.066 0.2393
C -1.8370 3.6804 -1.4528 0.332 0.131 0.137 -0.6367
C -1.5329 2.1790 -1.3876 0.118 0.006 -0.322 -0.5292
C -2.5335 1.4796 -0.4527 0.223 -0.044 0.324 -0.6295
C -1.6385 1.5427 -2.7736 0.158 0.029 -0.013 -0.6288
Si 0.2501 1.9813 -0.5683 -0.887 -1.084 0.823 2.0606
Br 0.3143 -0.8841 -0.5551 0.319 2.157 -0.833 -0.4301
C 0.6337 2.1742 1.3358 0.295 0.041 -0.098 -0.5871
C -0.5285 1.5225 2.1077 -0.222 -0.030 -0.264 -0.6233
C 1.9396 1.4919 1.7608 0.032 0.044 -0.158 -0.6223
C 0.6919 3.6725 1.6741 -0.038 0.096 -0.342 -0.6285
C 1.9110 2.2934 -1.9163 1.342 0.166 -1.112 -0.1190
C 2.0158 3.7932 -2.0228 -0.704 0.210 0.526 -0.6870
C 3.0980 1.6505 -1.2415 -0.297 -0.105 0.597 -0.6792
C 1.5410 1.6132 -3.2080 -0.596 -0.128 0.151 -0.6808
H -2.8552 3.8033 -1.8295 -0.022 -0.035 0.002 0.2689
H -1.1748 4.2159 -2.1341 -0.027 0.003 -0.030 0.2304
H -1.7921 4.1595 -0.4730 -0.049 0.035 0.001 0.2323
H -3.5020 1.4846 -0.9561 0.025 0.052 -0.101 0.2597
H -2.6623 2.0087 0.4871 -0.033 -0.031 -0.016 0.2317
H -2.2651 0.4420 -0.2549 -0.067 -0.008 0.013 0.2276
H -2.6936 1.5015 -3.0490 -0.038 0.015 0.063 0.2529
H -1.2530 0.5227 -2.7905 -0.033 -0.014 -0.068 0.2266
H -1.1482 2.1350 -3.5410 -0.005 -0.024 0.000 0.2271
H -0.7072 0.4912 1.8036 -0.034 -0.009 0.053 0.2242
H -1.4502 2.0909 2.0165 0.006 -0.024 0.048 0.2309
H -0.2611 1.5184 3.1657 0.105 0.057 0.001 0.2534
H 2.0055 0.4659 1.3981 0.050 -0.013 0.047 0.2199
H 1.9673 1.4649 2.8511 -0.050 0.033 0.025 0.2455
H 2.8172 2.0471 1.4395 -0.014 -0.041 0.050 0.2264
H -0.2366 4.1910 1.4297 -0.003 0.040 0.041 0.2317
H 1.5177 4.1819 1.1757 0.022 0.016 0.040 0.2269
H 0.8509 3.7728 2.7496 -0.010 -0.021 0.022 0.2619
H 2.2113 4.2846 -1.0682 0.064 0.009 -0.019 0.2525
H 1.1519 4.2568 -2.4999 0.025 -0.006 -0.049 0.2530
H 2.8818 4.0083 -2.6647 0.056 -0.138 -0.034 0.3123
H 3.4681 2.2302 -0.4006 -0.005 -0.031 -0.041 0.2453
H 3.9075 1.6122 -1.9802 -0.094 0.045 -0.154 0.2978
H 2.9095 0.6192 -0.9379 0.081 -0.013 -0.013 0.2535
H 0.7813 2.1506 -3.7656 0.019 -0.025 0.002 0.2478
H 1.2444 0.5718 -3.0700 0.034 -0.020 -0.083 0.2540
H 2.4365 1.5991 -3.8415 0.138 0.040 0.136 0.2980
C -4.2928 -3.8817 -0.5703 0.117 0.049 -0.154 -0.8026
S -2.8685 -3.8545 -1.6680 -0.300 -0.264 0.142 1.2775
C -2.8652 -5.5696 -2.1897 -0.034 0.090 0.015 -0.8048
O -1.6758 -3.7508 -0.7052 0.582 0.015 0.565 -1.0584
H -4.1320 -4.6181 0.2145 0.050 -0.043 -0.033 0.2570
H -5.1780 -4.1299 -1.1561 0.030 -0.018 -0.063 0.2751
H -4.4110 -2.8856 -0.1493 0.033 0.015 -0.024 0.2530
H -3.6388 -5.6767 -2.9509 -0.013 0.033 -0.014 0.2750
H -3.0642 -6.2348 -1.3521 0.034 0.071 0.076 0.2585
H -1.8930 -5.7819 -2.6294 0.005 0.075 -0.039 0.2696
```
Positions in Å, forces in eV/Å.

Entry 6:
# C22H20N2O

A cluster of 2 separate species, C22H20N2O in total in a non-equilibrium geometry (ωB97M-V/def2-TZVPD, OMol25).

Computed properties:
HOMO level: -6.09 eV
spin multiplicity: 1
energy relative to the best compared isomer or geometry (same formula, charge and spin): 295.49 kJ/mol
HOMO-LUMO gap: 0.1514 Eh
E: -28163.938 eV

```
45
Properties=species:S:1:pos:R:3:forces:R:3:nbo_charge:R:1
C -0.5522 3.7931 2.3141 0.310 0.199 0.411 -0.6800
C -1.2511 2.8134 1.4711 -0.361 -0.462 -1.269 0.3814
N -1.8607 3.1660 0.3140 0.521 0.026 1.138 -0.2993
C -1.8413 4.5076 -0.2465 0.009 0.203 0.039 -0.4143
C -2.4623 2.0512 -0.2903 0.168 -0.889 0.175 0.1158
C -2.1768 0.9251 0.5200 -0.340 0.538 -0.398 0.0209
C -2.5647 -0.3333 0.0832 -0.260 -0.088 -0.332 -0.1781
C -3.3166 -0.4386 -1.0947 0.262 0.235 0.200 -0.2082
C -3.6111 0.6934 -1.8758 0.167 0.233 0.375 -0.1951
C -3.1650 1.9682 -1.4878 -0.042 -0.355 0.064 -0.2357
C -1.4048 1.4020 1.6721 -0.220 -0.112 -0.067 -0.2033
C -0.8353 0.6552 2.6909 0.186 0.493 -0.295 0.1452
C -1.2024 -0.6812 3.0757 -0.281 -1.080 0.621 -0.1761
C -2.5375 -1.1584 3.0385 0.257 0.122 -0.135 -0.1649
C -2.8201 -2.5027 3.2802 0.117 0.285 0.029 -0.2428
C -1.7777 -3.4030 3.5350 0.159 0.260 -0.135 -0.1540
C -0.4636 -2.9342 3.6645 -0.240 -0.006 0.127 -0.2300
C -0.2010 -1.5781 3.5322 0.057 0.576 -0.250 -0.0228
H -0.1939 3.2737 3.2027 0.076 0.239 -0.014 0.2453
H 0.3106 4.2295 1.7921 -0.190 -0.109 0.057 0.2534
H -1.2016 4.6184 2.6391 0.081 -0.237 -0.138 0.2452
H -2.3720 4.4835 -1.1962 0.081 0.113 0.124 0.2298
H -2.3285 5.2265 0.4230 0.018 -0.218 -0.127 0.2189
H -0.8126 4.8481 -0.4217 -0.223 -0.205 0.019 0.2240
H -2.2675 -1.2001 0.6656 -0.193 0.056 -0.343 0.2477
H -3.6735 -1.4207 -1.4076 0.178 0.302 0.004 0.2247
H -4.1840 0.5707 -2.7956 0.171 0.107 0.266 0.2234
H -3.3528 2.8627 -2.0810 -0.041 -0.376 0.007 0.2165
H -0.0138 1.1273 3.2357 -0.173 -0.206 -0.023 0.2203
H -3.3425 -0.4466 2.8277 0.256 -0.349 -0.030 0.2217
H -3.8553 -2.8459 3.2542 0.314 0.075 0.001 0.2219
H -1.9892 -4.4693 3.6402 0.055 0.353 0.013 0.2219
H 0.3571 -3.6235 3.8682 -0.270 0.240 0.027 0.2391
H 0.7960 -1.1773 3.7341 -0.199 -0.295 -0.384 0.2292
O 0.9763 -0.7809 0.9588 -0.548 0.512 -0.432 -0.7893
C 2.0461 -1.4375 1.0741 1.010 -0.648 0.567 0.4136
C 3.2929 -0.8449 1.5340 -0.476 -0.390 0.173 -0.4066
C 4.2902 -1.6526 2.0566 -0.679 -0.216 -0.626 0.0246
N 4.2324 -2.9917 2.0230 0.652 -0.552 0.451 -0.5406
C 3.1871 -3.5865 1.4288 -0.028 0.942 -0.266 0.0222
C 2.1273 -2.8784 0.8842 -0.079 0.470 0.386 -0.4036
H 3.3740 0.2371 1.5786 -0.087 -0.023 0.061 0.1918
H 5.1757 -1.2045 2.5259 -0.257 -0.221 -0.198 0.1734
H 3.1973 -4.6835 1.3865 0.072 0.381 0.021 0.1740
H 1.2915 -3.3947 0.4184 0.009 0.077 0.107 0.1988
```
Positions in Å, forces in eV/Å.

Look up the E of the fourth one. -40434.407 eV